(1)
Below is a 2-piece molecular cluster, C3HClIO2S overall, with properties calculated with the ωB97M-V functional and the def2-TZVPD basis.

Element x y z (Å)
C  -1.090  2.246  0.671
O  -1.169  2.313  1.804
H  -0.444  -0.213  -0.157
I  2.541  0.630  -0.284
Cl  -1.524  -1.020  1.777
O  1.455  0.138  2.709
S  -1.008  2.306  -0.865
C  -0.117  -0.369  0.895
C  0.921  0.039  1.617

Properties
total charge = -1
E_tot = -1421.54240 a.u.
orbital gap = 7.3 eV
spin multiplicity = 1
ΔE to the lowest compared entry with this formula, charge and spin = 0.0 kcal/mol

Atomic partial charges in e from the Mulliken method, atoms 1 to 2: 0.69, -0.32

---

(2)
Below is C18H40ClLi2MgN5NbO14 as an isolated structure, with properties calculated with the ωB97M-V functional and the def2-TZVPD basis.

Element x y z (Å)
C  7.448  -2.889  -1.061
H  3.815  -4.709  1.297
C  2.870  -5.231  1.166
H  -3.993  1.555  0.174
H  -3.961  2.882  4.767
N  -4.715  3.057  2.841
H  -6.757  5.571  2.018
O  -6.356  3.178  1.336
H  -4.611  2.107  2.513
H  -0.330  -2.546  1.527
H  -6.220  5.219  3.666
H  0.681  -1.425  2.449
H  2.553  -5.690  2.101
H  -0.811  1.916  5.558
O  0.338  2.074  7.223
N  1.832  -4.237  0.749
H  -2.025  1.110  7.722
C  1.431  0.146  -2.064
O  -3.074  2.514  6.707
H  5.058  -1.311  -2.340
O  1.093  0.858  -1.080
O  2.615  -0.300  -1.883
H  7.326  -0.547  -2.587
H  3.115  -2.936  -0.348
H  -2.684  3.911  -1.112
C  1.715  -3.199  1.856
H  2.917  1.671  -6.197
C  0.680  -2.128  1.609
C  -5.698  3.733  2.208
O  2.742  -0.794  -8.203
H  -3.413  0.969  -3.421
C  -3.827  3.520  3.895
C  -2.041  -1.047  -1.883
O  1.017  -1.450  0.429
N  -1.604  -1.798  -2.598
H  -0.699  3.512  6.235
C  7.001  -0.738  -1.562
H  1.072  -1.304  -6.424
C  5.716  -1.516  -1.499
H  -0.200  -4.237  0.162
C  -0.635  2.444  6.513
C  -2.308  3.104  -1.766
C  2.488  -0.098  -7.230
N  1.561  -0.438  -6.296
O  -1.156  4.064  -3.580
Li  -7.505  -1.137  -1.101
H  -1.926  2.706  8.364
H  2.959  -5.986  0.388
H  1.456  -3.088  -1.015
O  -2.054  0.056  -1.085
C  -2.082  2.169  7.411
O  7.936  -1.630  -0.939
H  2.610  -4.413  -1.216
C  -2.166  3.678  -3.179
H  -1.292  2.836  -1.435
H  3.068  1.223  0.096
H  5.168  -1.341  -0.571
H  2.705  -2.752  1.953
H  -4.840  -0.163  -1.611
O  8.057  -3.877  -0.796
Nb  -3.679  1.274  -1.630
H  1.351  0.129  -5.492
Li  -8.415  1.153  -0.078
H  0.215  -5.380  1.474
H  0.313  -0.815  0.221
N  3.118  1.093  -6.992
O  6.172  -2.877  -1.520
H  -4.024  4.552  4.170
O  0.724  -0.086  -3.042
C  -5.942  5.166  2.612
H  -5.049  5.766  2.433
H  3.810  1.389  -7.653
C  2.287  -3.609  -0.553
H  6.946  0.206  -1.026
Mg  -4.883  -1.815  -2.496
Cl  -3.606  3.815  -4.256
H  -5.098  2.373  -1.956
H  1.477  -3.739  2.774
H  -2.797  3.431  3.542
C  0.537  -4.946  0.528
H  0.695  -5.726  -0.214
O  3.789  1.818  0.306

Properties
total charge = -1
E_tot = -2768.67789 a.u.
orbital gap = 1.4 eV
spin multiplicity = 1

Atomic partial charges in e from the Mulliken method, atoms 1 to 2: 0.62, 0.36

---

(3)
Below is an isolated ion of composition C5H10NO2 and charge -1, with properties calculated with the ωB97M-V functional and the def2-TZVPD basis.

Element x y z (Å)
H  0.612  -1.048  -1.500
C  -0.592  0.700  -0.632
H  -0.575  -2.874  1.595
H  -0.587  2.285  0.767
C  0.031  -0.857  1.143
H  -1.700  -1.672  2.114
O  1.367  0.732  -2.172
H  2.160  0.508  -1.699
H  -0.032  -1.879  2.994
C  -0.640  -1.889  2.077
H  -0.366  -0.158  -2.657
C  0.233  -0.039  -1.748
H  -1.540  0.866  -1.191
C  0.032  1.944  -0.062
N  -0.886  -0.286  0.379
H  0.160  2.700  -0.860
H  1.044  1.727  0.239
O  1.280  -0.760  1.215

Properties
total charge = -1
E_tot = -401.76201 a.u.
orbital gap = 7.2 eV
spin multiplicity = 1
ΔE to the lowest compared entry with this formula, charge and spin = 40.7 kcal/mol
SMILES string = C/C([O-])=N/[C@@H](C)CO

Atomic partial charges in e from the Mulliken method, atoms 1 to 2: 0.24, 0.51

---

(4)
Below is one molecule with the formula C5H9F, with properties calculated with the ωB97M-V functional and the def2-TZVPD basis.

Element x y z (Å)
C  0.436  -0.207  -0.071
H  2.321  -0.999  -0.784
C  1.604  -1.169  0.014
C  -0.819  -0.636  -0.093
H  1.246  -2.202  0.044
H  -1.990  1.040  0.701
H  0.698  1.631  1.037
C  -2.029  0.291  -0.062
H  1.807  1.506  -0.215
H  -2.111  0.836  -0.999
C  0.770  1.244  0.026
H  2.140  -1.034  0.971
H  -1.084  -1.724  -0.101
F  -3.148  -0.531  0.090
H  0.159  1.954  -0.559

Properties
E_tot = -295.74578 a.u.
orbital gap = 10.2 eV
spin multiplicity = 1
ΔE to the lowest compared entry with this formula, charge and spin = 9.0 kcal/mol
SMILES string = CC(C)=CCF

Atomic partial charges in e from the Mulliken method, atoms 1 to 2: 0.98, 0.33

---

no.,highest occupied orbital energy (Eh),lowest unoccupied orbital energy (eV)
1,-0.159,2.947
2,-0.102,-1.345
3,-0.120,3.975
4,-0.339,0.993